Here is a 5-piece molecular cluster, C24H50BCl8N2O4 overall at a distorted geometry from the OMol25 dataset. Energies are from ωB97M-V with the def2-TZVPD basis set.

Each line ends with the Mulliken charge.
Positions of all 89 atoms, in Å:
C  -0.663  -1.242  -5.732  -1.49
C  -0.336  -0.812  -4.304  0.76
C  0.861  -1.544  -3.711  -0.07
C  1.055  -1.408  -2.193  -1.36
C  -0.215  -1.554  -1.369  0.10
C  -1.047  -0.378  -0.839  0.79
O  -1.398  0.634  -1.707  -0.79
C  -0.416  1.696  -1.802  -0.14
C  -1.135  2.982  -1.415  -0.52
O  -0.311  4.082  -1.134  -0.46
C  0.648  3.915  -0.090  -0.85
C  0.157  3.201  1.161  -0.07
C  -2.224  -1.184  -0.222  1.26
O  -3.126  -1.731  -1.169  -0.66
B  -3.123  -0.410  0.884  0.38
C  -4.397  -1.117  1.476  -0.99
O  -2.853  0.836  1.324  -0.77
C  -1.345  -2.208  0.467  -0.81
N  -0.228  -2.359  -0.127  0.73
N  0.833  -3.166  0.289  -0.90
C  1.736  -2.518  1.290  -1.07
C  1.686  -1.006  1.335  1.01
C  2.808  -0.410  2.192  -1.36
H  -1.367  -0.525  -6.139  0.46
H  -1.200  -2.181  -5.705  0.20
H  0.214  -1.327  -6.356  0.21
H  -1.242  -0.902  -3.717  0.11
H  -0.094  0.247  -4.342  -0.30
H  0.868  -2.594  -4.009  0.06
H  1.739  -1.087  -4.151  -0.08
H  1.571  -0.489  -1.938  0.45
H  1.717  -2.212  -1.881  0.56
H  -0.868  -2.134  -2.018  0.38
H  -0.619  0.038  0.076  -0.26
H  0.459  1.485  -1.198  0.13
H  -0.085  1.714  -2.833  0.34
H  -1.849  2.763  -0.619  0.30
H  -1.743  3.268  -2.266  0.36
H  1.555  3.453  -0.482  0.29
H  0.938  4.919  0.196  0.46
H  0.173  2.131  0.986  -0.16
H  0.872  3.376  1.955  0.27
H  -0.825  3.522  1.483  0.33
H  -3.350  -1.002  -1.774  0.45
H  -4.378  -1.005  2.554  0.31
H  -5.265  -0.591  1.092  0.33
H  -4.428  -2.159  1.184  0.34
H  -2.092  1.256  0.891  0.19
H  -1.538  -2.746  1.384  0.62
H  0.399  -3.961  0.746  0.31
H  2.753  -2.804  1.057  0.43
H  1.518  -2.883  2.289  0.36
H  0.740  -0.660  1.740  0.05
H  1.747  -0.578  0.338  -0.26
H  2.407  -0.028  3.121  0.19
H  3.268  0.433  1.694  0.37
H  3.565  -1.146  2.433  0.43
Cl  -0.496  1.689  3.982  -0.11
C  0.796  2.324  5.040  -0.56
C  0.237  2.930  6.301  -0.55
Cl  -0.668  4.427  5.970  -0.21
H  1.369  3.052  4.470  0.34
H  1.447  1.488  5.291  0.37
H  1.051  3.189  6.976  0.38
H  -0.431  2.243  6.815  0.34
Cl  -1.912  3.018  9.483  -0.19
C  -2.006  4.789  9.283  -0.36
C  -2.261  5.496  10.589  -0.47
Cl  -3.897  5.176  11.215  -0.18
H  -2.786  5.001  8.556  0.32
H  -1.053  5.110  8.869  0.25
H  -2.180  6.571  10.442  0.32
H  -1.546  5.194  11.350  0.33
Cl  -1.116  -4.939  -5.240  -0.16
C  -0.132  -6.307  -4.667  -0.50
C  0.031  -6.286  -3.171  -0.51
Cl  1.047  -4.919  -2.622  -0.13
H  0.829  -6.265  -5.173  0.30
H  -0.644  -7.219  -4.966  0.38
H  0.525  -7.198  -2.842  0.37
H  -0.929  -6.210  -2.669  0.29
Cl  2.902  1.093  -5.573  -0.16
C  4.315  0.184  -6.179  -0.52
C  3.964  -0.706  -7.343  -0.48
Cl  2.914  -2.059  -6.854  -0.15
H  4.724  -0.387  -5.349  0.31
H  5.054  0.919  -6.492  0.37
H  4.871  -1.138  -7.760  0.34
H  3.452  -0.152  -8.125  0.31

- Total charge: +1
- LUMO: -3.907 eV
- HOMO energy: -12.003 eV
- Largest force on an atom: 0.029 hartree/bohr
- E_tot: -5061.072077 a.u.

=====

Here is C39H15B6N3O48Y as an isolated structure at a distorted geometry from the OMol25 dataset. Energies are from ωB97M-V with the def2-TZVPD basis set.

Each line ends with the Mulliken charge.
Positions of all 112 atoms, in Å:
Y  27.375  -15.483  -10.035  2.09
O  25.551  -7.161  -7.255  -0.68
C  25.863  -7.927  -8.182  0.61
O  25.934  -9.224  -7.999  -0.41
B  26.049  -9.798  -9.330  0.72
O  26.600  -8.731  -10.218  -0.45
C  26.300  -7.608  -9.617  0.55
O  26.290  -6.474  -10.135  -0.67
O  24.791  -10.304  -9.826  -0.44
C  24.777  -11.665  -9.955  0.21
O  23.939  -12.441  -10.419  -0.64
C  26.194  -12.109  -9.693  0.34
O  26.945  -11.037  -9.306  -0.30
O  26.572  -13.289  -9.693  -0.39
O  30.425  -17.806  -2.544  -0.56
C  30.017  -18.287  -3.575  0.69
O  29.047  -17.765  -4.274  0.01
B  28.769  -18.580  -5.503  1.09
O  29.791  -19.658  -5.397  -0.80
C  30.571  -19.510  -4.377  0.28
O  31.503  -20.282  -3.985  -0.70
O  27.408  -19.172  -5.590  -0.55
C  26.843  -18.849  -6.721  0.41
O  25.731  -19.078  -6.998  -0.58
C  27.834  -17.953  -7.468  0.13
O  28.981  -17.874  -6.778  -0.52
O  27.629  -17.365  -8.568  0.09
O  25.456  -12.609  -6.253  -0.55
C  25.891  -13.555  -5.704  0.13
O  26.120  -13.697  -4.371  -0.53
B  26.844  -14.987  -4.124  1.21
O  26.976  -15.554  -5.450  -0.07
C  26.420  -14.816  -6.385  0.33
O  26.480  -15.064  -7.598  0.31
O  26.076  -15.809  -3.188  -0.70
C  26.727  -15.956  -2.159  0.59
O  26.405  -16.700  -1.254  -0.71
C  28.101  -15.212  -2.276  0.50
O  28.141  -14.626  -3.407  -0.37
O  29.099  -15.384  -1.573  -0.60
O  21.624  -14.121  -16.717  -0.68
C  22.830  -14.041  -16.338  0.56
O  23.176  -13.665  -15.187  -0.58
B  24.608  -13.906  -14.904  1.38
O  25.060  -14.581  -16.121  -0.56
C  24.079  -14.618  -17.113  0.66
O  24.198  -15.101  -18.237  -0.60
O  24.770  -14.685  -13.706  -0.72
C  25.535  -14.150  -12.882  0.25
O  25.952  -14.627  -11.795  0.58
C  25.985  -12.871  -13.528  0.32
O  25.498  -12.768  -14.663  -0.61
O  26.687  -12.054  -12.987  -0.59
O  27.247  -17.219  -11.955  -0.01
C  26.895  -17.818  -12.976  0.49
O  26.746  -17.253  -14.154  -0.29
B  26.321  -18.281  -15.169  1.13
O  26.439  -19.520  -14.445  -0.57
C  26.727  -19.319  -13.183  0.10
O  26.949  -20.068  -12.243  -0.64
O  24.991  -18.024  -15.606  -0.57
C  24.891  -18.051  -16.913  0.62
O  23.920  -17.870  -17.681  -0.64
C  26.346  -18.307  -17.504  0.61
O  27.127  -18.361  -16.437  -0.57
O  26.714  -18.237  -18.669  -0.63
O  29.470  -11.870  -8.019  -0.47
C  29.968  -12.803  -7.405  0.14
O  30.682  -12.803  -6.269  -0.56
B  31.118  -14.182  -6.049  1.31
O  30.398  -15.039  -7.031  -0.53
C  29.750  -14.236  -7.804  0.27
O  29.095  -14.660  -8.715  0.54
O  30.788  -14.574  -4.686  -0.23
C  31.789  -14.989  -4.067  0.66
O  31.773  -15.540  -2.952  -0.63
C  32.984  -14.882  -4.954  0.32
O  32.590  -14.355  -6.113  -0.73
O  34.153  -15.134  -4.605  -0.67
N  25.189  -16.516  -9.925  1.14
C  24.036  -15.846  -9.762  -0.08
C  22.763  -16.299  -9.993  -1.14
C  22.558  -17.586  -10.304  -0.41
C  23.642  -18.457  -10.296  -1.35
C  24.940  -17.875  -10.117  -0.54
H  24.060  -14.768  -9.700  0.12
H  21.868  -15.696  -10.036  0.50
H  21.565  -17.997  -10.417  0.43
H  23.560  -19.528  -10.185  0.49
H  25.848  -18.458  -10.075  0.59
N  29.657  -16.795  -10.506  1.40
C  30.893  -16.284  -10.584  0.04
C  32.110  -16.955  -10.898  -1.55
C  32.014  -18.344  -11.109  -0.40
C  30.773  -18.975  -10.970  -1.28
C  29.703  -18.175  -10.665  -0.34
H  31.012  -15.211  -10.604  0.25
H  33.069  -16.475  -11.026  0.50
H  32.914  -18.938  -11.168  0.40
H  30.620  -20.042  -11.050  0.53
H  28.787  -18.745  -10.621  0.31
N  28.831  -14.275  -11.597  2.34
C  29.292  -14.708  -12.790  -0.41
C  30.106  -13.907  -13.671  -1.19
C  30.451  -12.588  -13.359  -0.61
C  30.013  -12.143  -12.115  -1.04
C  29.236  -12.972  -11.298  -0.44
H  29.112  -15.736  -13.070  0.46
H  30.400  -14.356  -14.608  0.49
H  30.869  -11.883  -14.062  0.42
H  30.172  -11.106  -11.857  0.47
H  29.183  -12.629  -10.275  -0.02

- Total charge: -3
- LUMO: 4.178 eV
- HOMO energy: -3.593 eV
- Largest force on an atom: 0.134 hartree/bohr
- E_tot: -5460.134989 a.u.

=====

Here is a 2-piece molecular cluster, C9H14 overall at a distorted geometry from the OMol25 dataset. Energies are from ωB97M-V with the def2-TZVPD basis set.

Each line ends with the Mulliken charge.
Positions of all 23 atoms, in Å:
C  0.911  0.164  -1.245  -1.34
C  -0.153  -0.763  -0.722  0.81
C  0.305  -2.128  -0.757  -0.47
C  -0.646  -3.131  -0.716  -0.56
C  -1.917  -2.822  -0.186  -0.31
C  -2.300  -1.529  -0.002  -0.34
C  -1.424  -0.457  -0.315  -0.51
H  0.585  1.215  -1.306  0.33
H  1.234  -0.235  -2.204  0.35
H  1.745  0.235  -0.558  0.32
H  1.277  -2.489  -1.076  0.33
H  -0.376  -4.179  -0.722  0.33
H  -2.678  -3.586  -0.043  0.34
H  -3.257  -1.225  0.403  0.33
H  -1.711  0.576  -0.203  0.37
C  2.170  3.750  0.962  -0.64
C  1.696  4.400  2.292  -0.84
H  2.716  4.575  0.490  0.28
H  2.759  2.857  1.161  0.26
H  1.341  3.435  0.339  0.15
H  0.827  3.797  2.583  0.25
H  1.405  5.441  2.183  0.28
H  2.480  4.351  3.048  0.27

- LUMO: 0.952 eV
- HOMO energy: -8.957 eV
- Largest force on an atom: 0.049 hartree/bohr
- SMILES: Cc1ccccc1.CC
- E_tot: -351.298671 a.u.

=====

Here is an isolated ion of composition C2H3N4 and charge +1 at a distorted geometry from the OMol25 dataset. Energies are from ωB97M-V with the def2-TZVPD basis set.

Each line ends with the Mulliken charge.
Positions of all 9 atoms, in Å:
N  -0.414  1.113  -1.065  -0.31
C  0.032  0.010  -0.561  0.51
N  0.107  -1.302  -0.779  -0.26
C  0.193  -1.947  0.304  0.35
N  0.737  -1.262  1.370  -0.23
N  0.383  -0.081  1.227  -0.01
H  -0.844  0.990  -2.048  0.34
H  -0.763  1.761  -0.410  0.28
H  0.569  0.718  1.963  0.32

- Total charge: +1
- LUMO (alpha / beta): -7.255 / -6.583 eV
- HOMO energy (alpha / beta): -15.449 / -14.486 eV
- Largest force on an atom: 0.085 hartree/bohr
- SMILES: [NH2+]=C1N=C=NN1
- E_tot: -296.556938 a.u.

=====

Here is a 2-piece molecular cluster, C3H7N3 overall at a distorted geometry from the OMol25 dataset. Energies are from ωB97M-V with the def2-TZVPD basis set.

Each line ends with the Mulliken charge.
Positions of all 13 atoms, in Å:
C  2.400  -0.638  -0.538  0.19
C  -1.250  -1.218  0.460  -0.54
C  -0.113  0.722  -0.390  -0.48
N  2.629  -0.589  0.580  -0.41
N  0.520  1.853  0.170  -0.64
N  -0.650  -0.046  0.516  0.04
H  -1.878  -1.648  1.380  0.15
H  -1.356  -1.776  -0.375  0.30
H  1.941  -0.826  -1.499  0.25
H  0.158  0.325  -1.402  0.39
H  1.509  1.600  0.605  0.23
H  0.779  2.650  -0.471  0.26
H  -0.601  0.299  1.433  0.26

- LUMO: 0.957 eV
- HOMO energy: -6.471 eV
- Largest force on an atom: 0.099 hartree/bohr
- E_tot: -282.627385 a.u.

=====

Here is the molecule C3H8N2O from the OMol25 dataset. Energies are from ωB97M-V with the def2-TZVPD basis set.

Each line ends with the Mulliken charge.
Positions of all 14 atoms, in Å:
C  1.029  -1.904  1.663  -0.80
N  1.108  -0.824  0.515  -0.26
C  -0.113  -0.326  -0.186  0.52
O  -0.988  -1.105  -0.460  -0.53
N  -0.086  0.985  -0.524  -0.19
C  -1.212  1.600  -1.203  -0.79
H  0.585  -1.330  2.498  0.12
H  1.680  -1.247  -0.217  0.31
H  0.212  -2.552  1.305  0.19
H  1.678  -0.070  0.899  0.34
H  0.654  1.589  -0.202  0.21
H  -1.845  2.154  -0.504  0.28
H  -0.860  2.281  -1.982  0.30
H  -1.804  0.808  -1.663  0.30

- LUMO: 0.249 eV
- HOMO energy: -6.763 eV
- Largest force on an atom: 0.009 hartree/bohr
- E_tot: -303.752845 a.u.